This record from the OMol25 dataset describes a structure of composition C5H10O in a non-equilibrium geometry. The level of theory is ωB97M-V/def2-TZVPD.

## Properties
Frontier orbital gap (Eh): 0.3791
M (u): 86.134
HOMO (eV): -9.285
DFT total energy (Eh): -271.69586

Geometry (Å):
C 2.178 0.189 0.149
C 0.908 -0.202 -0.593
C -0.101 -0.213 0.534
O -0.092 -1.099 1.379
C -1.197 0.794 0.424
C -1.931 -0.348 -0.360
H 3.050 0.178 -0.502
H 2.316 -0.520 0.970
H 2.064 1.190 0.582
H 0.994 -1.200 -1.035
H 0.664 0.507 -1.395
H -1.395 -1.262 -0.005
H -1.677 1.032 1.378
H -0.971 1.715 -0.136
H -2.905 -0.546 0.054
H -1.904 -0.215 -1.445


This record from the OMol25 dataset describes a structure of composition C5H10O in a non-equilibrium geometry. The level of theory is ωB97M-V/def2-TZVPD.

## Properties
Frontier orbital gap (Eh): 0.3200
M (u): 86.134
HOMO (eV): -8.754
DFT total energy (Eh): -271.62124

Geometry (Å):
C 1.885 -0.559 -0.137
C 0.830 1.248 -0.322
C 0.280 0.250 0.539
O 0.398 0.257 1.773
C -0.759 -0.608 -0.170
C -2.088 0.039 0.195
H 1.907 -0.802 -1.191
H 2.800 -0.198 0.306
H 1.575 -1.466 0.423
H 0.713 1.249 -1.402
H 0.968 2.252 0.112
H -0.677 -1.616 0.235
H -0.611 -0.651 -1.260
H -2.230 0.993 -0.331
H -2.921 -0.623 -0.041
H -2.070 0.236 1.271


This record from the OMol25 dataset describes a structure of composition C5H10O in a non-equilibrium geometry. The level of theory is ωB97M-V/def2-TZVPD.

## Properties
Frontier orbital gap (Eh): 0.3400
M (u): 86.134
HOMO (eV): -8.886
DFT total energy (Eh): -271.62044

Geometry (Å):
C 1.753 0.198 0.491
C 0.967 0.304 -0.812
C -0.543 0.378 -0.791
C -1.139 -1.170 0.145
C -1.311 0.784 0.366
O -1.201 0.368 -1.844
H 1.650 -0.784 0.966
H 1.446 0.962 1.215
H 2.820 0.345 0.289
H 1.244 -0.484 -1.518
H 1.187 1.255 -1.307
H -0.686 -1.783 -0.661
H -0.599 -1.380 1.064
H -2.194 -1.371 0.151
H -2.100 1.486 0.043
H -1.217 0.713 1.439


This record from the OMol25 dataset describes an isolated molecule of C5H10O. The level of theory is ωB97M-V/def2-TZVPD.

## Properties
Frontier orbital gap (Eh): 0.3851
M (u): 86.134
HOMO (eV): -9.470
DFT total energy (Eh): -271.71499
Structure (SMILES): C[C@H]1C[C@]1(C)O

Geometry (Å):
C 1.475 -0.107 1.230
C 0.887 0.077 -0.160
C 0.124 -1.038 -0.843
C -0.596 0.194 -0.420
C -1.596 0.144 0.711
O -0.991 1.008 -1.495
H 1.558 -1.165 1.499
H 2.481 0.320 1.279
H 0.878 0.380 2.009
H 1.490 0.671 -0.842
H 0.266 -1.180 -1.910
H -0.052 -1.948 -0.273
H -2.502 -0.383 0.399
H -1.879 1.158 1.018
H -1.187 -0.361 1.590
H -0.984 1.922 -1.184


This record from the OMol25 dataset describes a cluster of 2 separate species, C5H10O in total. The level of theory is ωB97M-V/def2-TZVPD.

## Properties
Frontier orbital gap (Eh): 0.3575
M (u): 86.134
HOMO (eV): -8.830
DFT total energy (Eh): -271.64831
Structure (SMILES): OC1CC=CC1.[H][H]

Geometry (Å):
O -2.096 0.192 0.660
C -1.267 0.250 -0.491
C -0.460 -1.048 -0.616
C 0.720 -0.749 0.259
C 1.012 0.561 0.156
C -0.208 1.342 -0.233
H -2.683 -0.566 0.546
H -1.852 0.468 -1.392
H -1.026 -1.951 -0.372
H -0.077 -1.173 -1.643
H 1.110 -1.487 0.933
H 1.967 1.053 0.206
H -0.531 1.929 0.641
H -0.062 2.042 -1.060
H 2.769 -0.753 1.012
H 2.686 -0.111 1.393


This record from the OMol25 dataset describes an isolated molecule of C5H10O. The level of theory is ωB97M-V/def2-TZVPD.

## Properties
Frontier orbital gap (Eh): 0.3897
M (u): 86.134
HOMO (eV): -9.591
DFT total energy (Eh): -271.75062
Structure (SMILES): CCCC(C)=O

Geometry (Å):
C -2.000 1.018 0.039
C -1.047 0.313 1.000
C 0.401 0.274 0.515
C 0.663 -0.759 -0.566
C 2.112 -1.017 -0.938
O -0.233 -1.367 -1.114
H -1.986 0.536 -0.943
H -3.027 0.986 0.416
H -1.724 2.072 -0.088
H -1.078 0.808 1.979
H -1.385 -0.718 1.157
H 1.088 0.066 1.346
H 0.717 1.252 0.117
H 2.264 -2.097 -1.021
H 2.317 -0.580 -1.921
H 2.818 -0.599 -0.216


This record from the OMol25 dataset describes a structure of composition C5H10O. The level of theory is ωB97M-V/def2-TZVPD.

## Properties
Frontier orbital gap (Eh): 0.3199
M (u): 86.134
HOMO (eV): -8.153
DFT total energy (Eh): -271.61847

Geometry (Å):
C 1.087 -0.281 -1.610
C 0.152 0.474 -0.706
C 0.631 1.242 0.372
C -0.095 -0.565 0.755
O 0.599 -1.593 0.733
C -1.608 -0.529 0.976
H 0.641 -1.237 -1.902
H 2.014 -0.519 -1.082
H 1.323 0.295 -2.511
H -0.809 0.764 -1.128
H 0.262 0.276 1.578
H 0.035 2.049 0.795
H 1.691 1.244 0.616
H -2.000 0.492 1.001
H -2.105 -1.094 0.183
H -1.818 -1.017 1.932


This record from the OMol25 dataset describes an isolated molecule of C5H10O. The level of theory is ωB97M-V/def2-TZVPD.

## Properties
Frontier orbital gap (Eh): 0.3720
M (u): 86.134
HOMO (eV): -9.222
DFT total energy (Eh): -271.70442
Structure (SMILES): CC1(C)C[C@H]1O

Geometry (Å):
C 0.787 -0.212 -1.317
C -0.154 -0.244 -0.120
C -1.653 -0.336 -0.387
C 0.228 -0.711 1.273
C 0.316 0.733 0.932
O 1.646 1.173 0.878
H 0.955 0.843 -1.582
H 1.772 -0.628 -1.094
H 0.378 -0.696 -2.207
H -2.208 -0.384 0.559
H -1.925 -1.246 -0.941
H -2.033 0.522 -0.949
H -0.594 -1.000 1.923
H 1.168 -1.215 1.473
H -0.405 1.471 1.275
H 1.723 1.930 0.284